(1)
Computed, not measured: a 3-piece molecular cluster, C6H10O overall, with wB97M-V/def2-TZVPD.

Last column: natural (NBO) charge in e.
CARTESIAN COORDINATES (ANGSTROEM)
1 C -2.031 0.424 0.167  -0.495
2 C -0.757 -0.231 0.099  0.018
3 C -0.062 -1.567 -0.192  -0.467
4 C 1.402 -1.238 0.038  -0.134
5 C 1.854 0.037 -0.032  -0.315
6 C 0.959 1.073 -0.552  0.174
7 O -0.147 0.601 -1.054  -0.497
8 H -2.540 0.449 1.127  0.213
9 H -2.661 0.484 -0.719  0.207
10 H -1.103 1.776 0.491  0.068
11 H -0.261 0.089 1.025  0.194
12 H -0.269 -1.876 -1.222  0.240
13 H -0.381 -2.372 0.481  0.225
14 H 2.061 -2.022 0.404  0.211
15 H 2.868 0.301 0.255  0.225
16 H -0.244 2.044 0.615  -0.075
17 H 1.312 2.028 -0.931  0.208

## Properties
- HOMO-LUMO gap (spin up / spin down) (eV) = 7.44 / 7.15
- strongest force on any atom (eV/A) = 0.296
- relative energy (zero: lowest compared OMol25 entry of this formula, charge and spin) (kJ/mol) = 542.6

=====

(2)
Computed, not measured: a 2-piece molecular cluster, C6H10O overall, with wB97M-V/def2-TZVPD.

Last column: natural (NBO) charge in e.
CARTESIAN COORDINATES (ANGSTROEM)
1 C -2.322 -0.780 0.557  -0.248
2 C -0.158 -0.216 -0.875  0.122
3 O -0.940 -0.754 0.918  -0.649
4 C 0.144 1.233 -0.500  -0.610
5 C 1.529 1.274 0.114  -0.232
6 C 2.114 0.083 -0.001  -0.202
7 C 1.188 -0.896 -0.693  -0.610
8 H -2.946 -0.900 1.448  0.171
9 H -2.440 -1.632 -0.111  0.209
10 H -2.604 0.123 0.004  0.186
11 H -0.784 -0.044 1.557  0.483
12 H 0.118 1.792 -1.449  0.251
13 H -0.648 1.697 0.105  0.218
14 H 1.987 2.170 0.526  0.209
15 H 3.131 -0.155 0.299  0.209
16 H 1.083 -1.864 -0.190  0.246
17 H 1.546 -1.131 -1.708  0.246

## Properties
- HOMO-LUMO gap (eV) = 8.56
- strongest force on any atom (eV/A) = 0.356
- relative energy (zero: lowest compared OMol25 entry of this formula, charge and spin) (kJ/mol) = 398.5

=====

(3)
Computed, not measured: C6H10O as an isolated structure, with wB97M-V/def2-TZVPD.

Last column: natural (NBO) charge in e.
CARTESIAN COORDINATES (ANGSTROEM)
1 C 1.521 0.797 -0.119  -0.598
2 C 1.023 -0.903 0.023  0.173
3 O 0.464 -1.258 1.142  -0.456
4 C -0.980 -1.121 1.169  -0.245
5 C -1.430 0.202 0.632  -0.484
6 C -1.108 0.236 -0.868  -0.457
7 C 0.248 -0.355 -1.053  -0.084
8 H 0.814 1.630 -0.220  0.232
9 H 1.915 0.849 0.898  0.259
10 H 2.339 0.889 -0.833  0.223
11 H 1.962 -1.412 -0.193  0.212
12 H -1.256 -1.302 2.209  0.160
13 H -0.959 1.102 1.093  0.164
14 H -2.508 0.306 0.796  0.229
15 H -1.832 -0.377 -1.410  0.253
16 H -1.148 1.251 -1.305  0.192
17 H 0.717 -0.337 -2.034  0.227

## Properties
- HOMO-LUMO gap (spin up / spin down) (eV) = 6.69 / 6.00
- strongest force on any atom (eV/A) = 0.496
- relative energy (zero: lowest compared OMol25 entry of this formula, charge and spin) (kJ/mol) = 503.1

=====

(4)
Computed, not measured: an isolated molecule of C6H10O, with wB97M-V/def2-TZVPD.

Last column: natural (NBO) charge in e.
CARTESIAN COORDINATES (ANGSTROEM)
1 C -2.008 0.061 -0.947  -0.640
2 C -0.707 0.197 -0.226  -0.015
3 C 0.102 1.258 -0.129  -0.194
4 C 1.493 0.860 0.340  -0.444
5 C 1.465 -0.646 0.022  -0.403
6 C 0.014 -1.014 0.353  0.056
7 O -0.209 -1.159 1.754  -0.718
8 H -2.427 1.028 -1.234  0.218
9 H -2.748 -0.496 -0.363  0.221
10 H -1.802 -0.509 -1.867  0.221
11 H -0.156 2.269 -0.435  0.208
12 H 1.636 1.019 1.419  0.209
13 H 2.287 1.408 -0.183  0.215
14 H 1.588 -0.760 -1.065  0.202
15 H 2.209 -1.262 0.535  0.215
16 H -0.307 -1.964 -0.086  0.179
17 H -0.432 -0.290 2.113  0.469

## Properties
- HOMO-LUMO gap (eV) = 10.17
- strongest force on any atom (eV/A) = 0.452
- relative energy (zero: lowest compared OMol25 entry of this formula, charge and spin) (kJ/mol) = 23.4

=====

(5)
Computed, not measured: C6H10O as an isolated structure, with wB97M-V/def2-TZVPD.

Last column: natural (NBO) charge in e.
CARTESIAN COORDINATES (ANGSTROEM)
1 C -0.130 -1.264 -1.738  -0.645
2 C -0.153 -0.165 -0.711  -0.070
3 C -1.272 0.119 0.207  -0.362
4 C -0.856 0.810 1.335  -0.352
5 C 0.578 1.232 1.095  -0.466
6 C 1.088 0.154 0.131  0.063
7 O 1.424 -1.036 0.854  -0.712
8 H 0.155 -2.225 -1.281  0.235
9 H 0.605 -1.063 -2.527  0.221
10 H -1.112 -1.399 -2.202  0.218
11 H -2.236 -0.363 0.048  0.246
12 H -1.526 1.398 1.954  0.212
13 H -1.098 0.998 -0.820  0.313
14 H 0.613 2.214 0.585  0.206
15 H 1.217 1.303 1.983  0.229
16 H 1.991 0.426 -0.424  0.192
17 H 0.712 -1.140 1.511  0.471

## Properties
- HOMO-LUMO gap (spin up / spin down) (eV) = 8.17 / 8.17
- strongest force on any atom (eV/A) = 2.907
- relative energy (zero: lowest compared OMol25 entry of this formula, charge and spin) (kJ/mol) = 310.5

=====

(6)
Computed, not measured: C6H10O as an isolated structure, with wB97M-V/def2-TZVPD.

Last column: natural (NBO) charge in e.
CARTESIAN COORDINATES (ANGSTROEM)
1 C 1.822 0.465 -0.687  -0.630
2 C 0.604 0.022 0.105  0.282
3 C 0.090 -1.369 0.620  -0.428
4 C -1.215 -1.156 -0.191  -0.397
5 C -0.793 0.289 -0.499  -0.278
6 C -0.892 1.314 0.638  -0.060
7 O 0.382 0.953 1.186  -0.545
8 H 2.783 0.278 -0.202  0.220
9 H 1.850 0.082 -1.713  0.213
10 H 1.710 1.556 -0.760  0.223
11 H 0.636 -2.301 0.453  0.210
12 H -0.088 -1.269 1.696  0.225
13 H -2.175 -1.296 0.319  0.204
14 H -1.216 -1.767 -1.099  0.207
15 H -0.935 0.656 -1.518  0.207
16 H -1.706 1.188 1.362  0.173
17 H -0.858 2.353 0.291  0.175

## Properties
- HOMO-LUMO gap (eV) = 10.45
- strongest force on any atom (eV/A) = 0.466
- relative energy (zero: lowest compared OMol25 entry of this formula, charge and spin) (kJ/mol) = 150.6

=====

(7)
Computed, not measured: C6H10O2 as an isolated structure, with wB97M-V/def2-TZVPD.

Last column: natural (NBO) charge in e.
CARTESIAN COORDINATES (ANGSTROEM)
1 C 2.186 -0.191 0.019  0.754
2 C 0.761 0.086 -0.407  0.238
3 C 0.522 0.781 -1.698  -0.664
4 C -1.129 0.805 1.231  -0.589
5 C -1.095 -1.425 0.107  -0.584
6 C -0.178 -0.317 0.616  -0.281
7 O 3.022 -1.017 0.069  -0.544
8 O 2.007 1.088 0.463  -0.558
9 H 1.541 1.102 -2.157  0.255
10 H -0.216 1.739 -1.531  0.235
11 H 0.096 0.137 -2.405  0.237
12 H -1.857 1.113 0.595  0.200
13 H -0.456 1.530 1.621  0.229
14 H -1.669 0.367 2.116  0.211
15 H -0.605 -2.368 -0.369  0.215
16 H -1.612 -1.008 -0.649  0.195
17 H -1.724 -1.748 0.927  0.224
18 H 0.408 -0.676 1.452  0.226

## Properties
- HOMO-LUMO gap (eV) = 10.47
- strongest force on any atom (eV/A) = 4.388
- relative energy (zero: lowest compared OMol25 entry of this formula, charge and spin) (kJ/mol) = 226.9

=====

(8)
Computed, not measured: an isolated molecule of C6H10O2, with wB97M-V/def2-TZVPD.

Last column: natural (NBO) charge in e.
CARTESIAN COORDINATES (ANGSTROEM)
1 C -0.309 1.674 1.762  -0.632
2 C -0.701 2.015 0.459  -0.399
3 C -0.691 0.663 -0.358  0.375
4 C -0.504 -1.441 -0.244  0.036
5 C 0.627 -1.127 -0.737  0.179
6 C 2.023 -1.832 -0.688  -0.640
7 H -0.975 0.957 2.046  0.206
8 H -0.403 2.513 2.184  0.203
9 H 0.740 1.268 1.800  0.210
10 H -1.619 2.791 0.471  0.232
11 H 0.289 2.337 -0.190  0.224
12 H -0.900 1.007 -1.503  0.128
13 H -1.248 -2.345 -0.200  0.209
14 H 2.144 -2.305 -1.846  0.237
15 H 2.738 -1.177 -0.217  0.244
16 H 1.645 -2.889 -0.033  0.224
17 O -1.360 -0.455 0.055  -0.496
18 O 0.725 0.221 -0.514  -0.539

## Properties
- HOMO-LUMO gap (eV) = 8.95
- strongest force on any atom (eV/A) = 9.179
- relative energy (zero: lowest compared OMol25 entry of this formula, charge and spin) (kJ/mol) = 557.7